A molecular structure, C73H101N6O45V in a non-equilibrium geometry, computed with the ωB97M-V functional and the def2-TZVPD basis.

Atoms and positions in Å:
O1 18.46953 14.15983 -4.76902
V1 19.27842 15.08637 -3.69077
O2 18.20979 15.37975 -2.46930
O3 23.24436 14.78559 -3.35902
C1 21.93769 15.06667 -3.58719
O4 21.39420 14.73406 -4.64241
O5 21.23436 15.60766 -2.69013
H1 23.61849 14.58750 -4.22064
C2 27.48307 15.39621 1.90662
O6 26.08133 15.46537 1.89898
C3 25.58692 14.98815 0.69046
C4 24.34407 15.76225 0.43532
O7 24.37185 17.14978 0.72520
C5 23.37214 17.95341 0.11207
H2 27.84859 14.38613 1.72158
H3 27.88469 15.70809 2.87074
H4 27.83368 16.19657 1.25502
H5 25.32903 13.92913 0.68278
H6 26.28154 15.19371 -0.12400
H7 23.53611 15.28808 0.99252
H8 24.26050 15.54831 -0.63021
H9 23.77593 18.96364 0.04497
H10 22.48500 17.93986 0.74524
H11 22.98025 17.63113 -0.85263
C6 13.78835 14.85888 -6.74895
O8 14.02520 13.66258 -6.02404
C7 15.13106 13.76869 -5.13294
C8 15.65921 12.31600 -4.82418
O9 15.91848 11.40105 -5.92445
C9 16.68980 11.87930 -7.04721
H12 14.39730 14.74188 -7.64539
H13 13.96252 15.87656 -6.39953
H14 12.78009 14.82847 -7.16197
H15 14.86074 14.40464 -4.28997
H16 15.90864 14.22961 -5.74206
H17 14.91203 11.78471 -4.23463
H18 16.52553 12.45517 -4.17748
H19 17.61472 12.23598 -6.59401
H20 16.19255 12.52930 -7.76718
H21 16.98224 11.01147 -7.63835
C10 20.46367 13.73676 2.82380
O10 20.25347 14.22795 1.50173
C11 20.67326 15.60766 1.40851
C12 19.40820 16.54828 1.54165
O11 18.72581 16.50577 2.78244
C13 17.78169 17.51962 3.05794
H22 19.81422 12.86141 2.81498
H23 20.21373 14.42801 3.62866
H24 21.46129 13.35719 3.04467
H25 21.06033 15.59019 0.38971
H26 21.48738 15.76825 2.11528
H27 18.79847 16.30038 0.67282
H28 19.70710 17.57554 1.33307
H29 18.11125 18.52315 2.78883
H30 17.42730 17.50799 4.08866
H31 16.78281 17.33826 2.66115
C14 28.68275 18.52368 -0.70276
O12 29.42857 17.56994 -1.03956
N1 27.46516 18.73651 -1.27909
C15 26.75797 17.80351 -2.22474
C16 26.87119 20.05307 -1.17074
H32 28.92055 19.36899 -0.03860
H33 25.66891 17.80437 -2.17945
H34 27.30249 16.86174 -2.15639
H35 26.91815 18.16408 -3.24083
H36 27.37144 20.76837 -0.51790
H37 26.81141 20.54970 -2.13918
H38 25.85095 19.97646 -0.79479
C17 19.96952 12.62615 -1.28945
O13 19.77577 13.04063 -2.44618
N2 19.71488 11.33490 -0.88357
C18 18.85539 10.44459 -1.63647
C19 19.71273 11.16392 0.58880
H39 20.44113 13.30796 -0.56494
H40 18.00313 11.04349 -1.95752
H41 18.37967 9.61349 -1.11584
H42 19.36128 10.10605 -2.54066
H43 20.66199 11.39739 1.07098
H44 18.87818 11.63674 1.10655
H45 19.66633 10.09975 0.82008
C20 24.40560 19.46502 -7.29491
O14 23.18334 19.10876 -7.42317
N3 25.02755 19.61162 -6.16472
C21 26.31778 20.35025 -5.96877
C22 24.36493 19.39398 -4.86617
H46 24.97323 19.60200 -8.22831
H47 26.99530 19.67104 -5.45134
H48 26.22044 21.17195 -5.25924
H49 26.86725 20.61283 -6.87278
H50 23.92022 20.29893 -4.45217
H51 23.65466 18.56749 -4.88922
H52 25.15955 19.06669 -4.19567
C23 17.24163 15.35737 -8.98942
O15 16.29046 15.39183 -9.76671
N4 18.21480 14.47866 -9.04933
C24 19.39687 14.50857 -8.11765
C25 18.32226 13.43038 -10.07837
H53 17.34419 16.06315 -8.15064
H54 20.11037 15.16335 -8.61794
H55 20.01771 13.61908 -8.01054
H56 19.18616 15.02847 -7.18309
H57 18.02078 13.81322 -11.05338
H58 19.36828 13.14559 -10.19167
H59 17.70838 12.53275 -10.00403
C26 23.89675 14.54821 -7.14906
O16 23.32914 15.39102 -7.77606
N5 24.91762 14.78682 -6.25829
C27 25.79666 13.74975 -5.71755
C28 25.38719 16.15052 -6.02291
H60 23.74106 13.46773 -7.29232
H61 25.58555 12.71579 -5.99042
H62 26.06056 13.94806 -4.67874
H63 26.80286 13.91531 -6.10259
H64 25.08476 16.55907 -5.05870
H65 26.44589 16.27279 -5.79418
H66 25.01043 16.84114 -6.77737
C29 19.51293 17.98768 -5.35091
O17 19.20006 16.96549 -4.68456
N6 18.57096 18.81158 -5.77578
C30 17.19929 18.61006 -5.43236
C31 18.91832 20.12022 -6.37558
H67 20.50151 18.31077 -5.71218
H68 17.01242 17.56776 -5.17394
H69 16.45761 18.89646 -6.17800
H70 16.92175 19.18412 -4.54832
H71 19.82790 20.12398 -6.97621
H72 18.07027 20.46966 -6.96448
H73 19.03915 20.86638 -5.59025
C32 22.66608 12.25775 -11.48211
C33 22.84081 13.43862 -10.86274
C34 23.81483 14.49688 -11.44801
O18 24.02333 15.59292 -10.90287
C35 24.49377 13.99893 -12.63046
C36 24.24342 12.78183 -13.17636
C37 23.32479 11.80481 -12.62872
O19 23.06952 10.69829 -13.17138
O20 24.95200 12.29622 -14.22121
O21 22.09234 13.77936 -9.74321
H74 22.00775 11.52794 -11.03448
H75 25.27970 14.56311 -13.11048
H76 24.88724 11.33892 -14.25277
H77 22.59907 14.42764 -9.24869
C38 20.19244 10.27731 -5.80492
C39 21.11373 11.21152 -5.62869
C40 22.45584 10.99779 -4.96997
O22 23.34137 11.81189 -4.87193
C41 22.45138 9.66524 -4.33476
C42 21.52773 8.69687 -4.64334
C43 20.32607 8.88349 -5.44765
O23 19.48691 8.04401 -5.80492
O24 21.70568 7.36743 -4.19314
O25 21.06994 12.41527 -6.24903
H78 19.29786 10.56020 -6.33982
H79 23.28963 9.37950 -3.71662
H80 20.98893 6.81111 -4.50678
H81 21.46812 13.12301 -5.73701
C44 23.65211 10.76865 -1.08098
C45 24.01328 12.01679 -1.41434
C46 25.35423 12.34711 -1.83368
O26 25.68312 13.39534 -2.41860
C47 26.28421 11.20229 -1.54918
C48 25.93623 9.94265 -1.21801
C49 24.59361 9.56719 -0.93942
O27 24.19516 8.47044 -0.56921
O28 26.87978 8.94910 -1.08983
O29 23.16665 13.04839 -1.25745
H82 22.65382 10.69175 -0.67612
H83 27.33809 11.36485 -1.72037
H84 26.46090 8.32334 -0.49437
H85 23.47231 13.76902 -1.81321
C50 20.97858 20.69766 -3.44013
C51 20.94305 19.58225 -2.74008
C52 20.05094 19.28643 -1.66966
O30 20.02554 18.25013 -0.95127
C53 19.22568 20.45869 -1.30994
C54 19.20027 21.62949 -1.99310
C55 20.12488 21.87977 -3.17623
O31 20.23290 22.96179 -3.75204
O32 18.28139 22.62899 -1.77091
O33 21.86476 18.63961 -2.94981
H86 21.82724 20.79806 -4.10051
H87 18.40569 20.41177 -0.60864
H88 18.19312 23.24026 -2.50586
H89 21.67823 17.89207 -2.37710
C56 26.98257 8.33371 -4.14765
C57 25.94161 8.91162 -4.87818
C58 25.19848 8.08802 -5.87706
O34 24.39469 8.57466 -6.68549
C59 25.56374 6.72251 -6.00962
C60 26.56031 6.18814 -5.26595
C61 27.36013 6.92885 -4.21544
O35 28.23355 6.49172 -3.54582
O36 26.87482 4.85416 -5.43405
O37 25.76837 10.25263 -4.90312
H90 27.62890 8.94162 -3.53193
H91 25.03008 6.14820 -6.75244
H92 27.62235 4.69599 -4.85286
H93 24.92221 10.45742 -5.30767
C62 15.81192 11.70643 0.15171
C63 16.21512 11.38728 1.38535
C64 16.73551 12.35956 2.31481
O38 16.84985 12.16059 3.50577
C65 16.82526 13.73034 1.77478
C66 16.49706 14.04970 0.50708
C67 15.95350 13.01690 -0.49725
O39 15.75908 13.17161 -1.71457
O40 16.68526 15.24300 -0.06953
O41 16.06062 10.14791 1.88983
H94 15.35609 10.91395 -0.42327
H95 17.20433 14.52906 2.39507
H96 16.95093 15.15472 -0.98780
H97 16.50349 10.12654 2.74131
C68 28.94067 13.07686 -4.42016
C69 29.70743 11.99044 -4.68753
C70 30.75794 11.89846 -5.69151
O42 31.33068 10.85609 -6.15191
C71 31.17346 13.21599 -6.15009
C72 30.37744 14.31742 -5.96406
C73 29.11302 14.36734 -5.13988
O43 28.45489 15.39322 -4.88153
O44 30.71203 15.51610 -6.46624
O45 29.43702 10.83172 -3.98618
H98 28.26609 13.12751 -3.57828
H99 32.05328 13.23808 -6.77606
H100 30.15999 16.24647 -6.17744
H101 29.86155 10.17937 -4.54815

As for the energy: -204092.5375 eV. The frontier orbital gap is 6.298 eV. Its HOMO energy is -8.8 eV. The calculation puts the LUMO energy at -2.487 eV.

Löwdin atomic charge list, values in e, 99 entries: atom 1 (O): -0.295, atom 2 (V): 0.989, atom 3 (O): -0.317, atom 4 (O): 0.110, atom 5 (C): -0.733, atom 6 (O): -0.002, atom 7 (O): -0.040, atom 8 (H): 0.090, atom 9 (C): -0.096, atom 10 (O): -0.154, atom 11 (C): -0.235, atom 12 (C): -0.203, atom 13 (O): -0.149, atom 14 (C): -0.084, atom 15 (H): 0.094, atom 16 (H): 0.088, atom 17 (H): 0.082, atom 18 (H): 0.128, atom 19 (H): 0.116, atom 20 (H): 0.118, atom 21 (H): 0.111, atom 22 (H): 0.083, atom 23 (H): 0.079, atom 24 (H): 0.065, atom 25 (C): -0.115, atom 26 (O): -0.189, atom 27 (C): -0.182, atom 28 (C): -0.163, atom 29 (O): -0.183, atom 30 (C): -0.093, atom 31 (H): 0.070, atom 32 (H): 0.082, atom 33 (H): 0.084, atom 34 (H): 0.124, atom 35 (H): 0.091, atom 36 (H): 0.116, atom 37 (H): 0.085, atom 38 (H): 0.067, atom 39 (H): 0.081, atom 40 (H): 0.081, atom 41 (C): -0.101, atom 42 (O): -0.230, atom 43 (C): -0.144, atom 44 (C): -0.174, atom 45 (O): -0.186, atom 46 (C): -0.107, atom 47 (H): 0.066, atom 48 (H): 0.094, atom 49 (H): 0.085, atom 50 (H): 0.111, atom 51 (H): 0.117, atom 52 (H): 0.105, atom 53 (H): 0.094, atom 54 (H): 0.087, atom 55 (H): 0.085, atom 56 (H): 0.079, atom 57 (C): -0.300, atom 58 (O): -0.030, atom 59 (N): -0.167, atom 60 (C): -0.009, atom 61 (C): -0.072, atom 62 (H): 0.131, atom 63 (H): 0.079, atom 64 (H): 0.085, atom 65 (H): 0.060, atom 66 (H): 0.087, atom 67 (H): 0.080, atom 68 (H): 0.073, atom 69 (C): -0.230, atom 70 (O): -0.031, atom 71 (N): -0.127, atom 72 (C): -0.025, atom 73 (C): -0.037, atom 74 (H): 0.134, atom 75 (H): 0.083, atom 76 (H): 0.099, atom 77 (H): 0.083, atom 78 (H): 0.086, atom 79 (H): 0.067, atom 80 (H): 0.095, atom 81 (C): -0.340, atom 82 (O): -0.057, atom 83 (N): -0.159, atom 84 (C): -0.021, atom 85 (C): -0.039, atom 86 (H): 0.142, atom 87 (H): 0.071, atom 88 (H): 0.086, atom 89 (H): 0.091, atom 90 (H): 0.086, atom 91 (H): 0.079, atom 92 (H): 0.054, atom 93 (C): -0.384, atom 94 (O): -0.015, atom 95 (N): -0.140, atom 96 (C): -0.026, atom 97 (C): -0.028, atom 98 (H): 0.130, atom 99 (H): 0.080